(1)
{"formula": "C25H30IN5OS2Ti", "method": "ωB97M-V with the def2-TZVPD basis set", "species": ["Ti", "C", "C", "N", "N", "C", "S", "S", "C", "C", "C", "C", "C", "C", "C", "C", "C", "C", "C", "C", "C", "O", "H", "H", "H", "H", "H", "H", "H", "H", "H", "H", "H", "H", "H", "H", "I", "C", "C", "C", "C", "C", "N", "H", "H", "H", "H", "C", "C", "C", "C", "N", "N", "H", "H", "H", "H", "H", "H", "H", "H", "H", "H", "H", "H"], "positions_angstrom": [[-0.163188, 0.002214, 1.422177], [2.008773, 0.191572, -2.590884], [1.696645, 0.235096, -1.115504], [0.505377, -0.048288, -0.677338], [-0.406305, -0.373999, -1.675255], [-1.625410, -0.546306, -1.304456], [-2.282884, -0.499499, 0.285938], [-2.805842, -0.838436, -2.584740], [-2.381452, 0.485658, -3.769891], [-2.545259, 1.860480, -3.179623], [-1.439762, 2.649591, -2.886570], [-1.595326, 3.899051, -2.301108], [-2.862188, 4.373708, -1.998939], [-3.974304, 3.595692, -2.297398], [-3.814455, 2.350182, -2.882730], [2.818147, 0.585643, -0.227672], [4.043242, 0.981367, -0.796965], [5.151126, 1.284207, -0.038603], [5.073634, 1.187052, 1.351212], [3.893110, 0.802620, 1.942949], [2.758964, 0.507357, 1.174371], [1.660657, 0.161801, 1.820565], [1.153589, -0.145217, -3.159396], [2.846735, -0.482007, -2.773649], [2.306712, 1.183754, -2.934520], [-3.096553, 0.326078, -4.578572], [-1.378768, 0.324079, -4.157439], [-0.452073, 2.280817, -3.118562], [-0.722739, 4.503685, -2.082597], [-2.984859, 5.345499, -1.538619], [-4.967587, 3.959672, -2.069557], [-4.682208, 1.736882, -3.095197], [4.131765, 1.057487, -1.870000], [6.069480, 1.587178, -0.521547], [5.935294, 1.414094, 1.965306], [3.793586, 0.720077, 3.017236], [-0.976602, -0.993211, 3.889515], [-1.164291, 1.647851, 2.071858], [-1.835031, 2.507305, 2.936189], [-1.540687, 3.848536, 2.825642], [-0.585818, 4.289338, 1.901900], [0.041951, 3.373548, 1.094391], [-0.284906, 2.074670, 1.189681], [-2.535696, 2.128212, 3.665952], [-2.026669, 4.565625, 3.475680], [-0.323101, 5.335460, 1.833302], [0.796973, 3.651952, 0.370851], [0.219092, -4.728597, 2.739186], [-0.227878, -4.565210, 1.282587], [-1.474330, -5.405444, 1.029517], [0.889478, -4.989925, 0.333648], [-0.631058, -3.184995, 0.947022], [0.365291, -2.193154, 1.177581], [0.395123, -5.783202, 2.957400], [-0.542415, -4.353345, 3.423845], [1.152618, -4.201857, 2.950551], [-1.266273, -6.459378, 1.215461], [-1.808787, -5.285251, -0.000979], [-2.285981, -5.098163, 1.692721], [1.098329, -6.053674, 0.452247], [1.819468, -4.454342, 0.538792], [0.596583, -4.804588, -0.700849], [-1.434588, -2.912455, 1.505767], [1.022720, -2.245340, 0.405644], [0.880811, -2.369210, 2.042479]], "forces_ev_per_angstrom": [[-0.6, 0.1, 0.0], [0.0, 0.0, 0.0], [-0.1, -0.1, -0.2], [0.2, 0.1, 0.0], [-0.1, 0.1, -0.3], [0.2, 0.1, 0.2], [0.3, 0.1, 0.0], [-0.2, 0.0, -0.2], [0.0, 0.0, 0.1], [0.0, -0.1, 0.0], [-0.1, 0.0, 0.0], [0.0, 0.0, 0.0], [0.0, 0.0, 0.0], [0.0, 0.0, 0.0], [0.0, 0.0, 0.0], [0.1, 0.0, 0.0], [0.0, 0.0, -0.1], [0.0, 0.0, 0.1], [0.0, 0.0, -0.1], [0.0, 0.0, 0.1], [0.0, 0.1, 0.2], [-0.1, -0.2, -0.2], [0.0, 0.0, 0.0], [0.0, 0.0, 0.0], [0.0, 0.0, 0.0], [0.0, 0.0, 0.0], [0.0, 0.0, 0.0], [0.1, -0.1, 0.0], [0.0, 0.0, 0.0], [0.0, 0.0, 0.0], [0.0, 0.0, 0.0], [0.0, 0.0, 0.0], [0.0, 0.0, 0.0], [0.0, 0.0, 0.0], [0.0, 0.0, 0.0], [0.0, 0.0, 0.0], [0.0, 0.0, -0.1], [0.5, 0.0, 0.2], [-0.1, 0.0, -0.2], [-0.1, 0.0, 0.1], [0.0, 0.0, 0.0], [-0.1, -0.1, -0.3], [-0.1, 0.1, 0.5], [0.0, 0.0, 0.0], [0.0, 0.0, 0.0], [0.0, 0.0, 0.0], [0.0, 0.0, 0.0], [0.0, 0.0, 0.0], [0.0, 0.0, 0.0], [0.0, 0.0, 0.0], [0.0, 0.0, 0.0], [0.0, 0.0, 0.0], [0.0, -0.2, 0.0], [0.0, 0.0, 0.0], [0.0, 0.0, 0.0], [0.0, 0.0, 0.0], [0.0, 0.0, 0.0], [0.0, 0.0, 0.0], [0.0, 0.0, 0.0], [0.0, 0.0, 0.0], [0.0, 0.0, 0.0], [0.0, 0.0, 0.0], [0.0, 0.0, 0.0], [0.0, 0.1, 0.0], [0.0, 0.0, 0.0]], "mulliken_charge": [0.420, -2.112, 1.292, 1.039, -1.243, 0.686, -0.534, -0.195, -1.202, 0.517, 0.043, -0.618, -0.464, -0.626, -0.293, 0.900, -1.199, -0.996, -0.431, -0.696, 0.485, -0.487, 0.342, 0.536, 0.443, 0.502, 0.361, 0.248, 0.413, 0.406, 0.394, 0.362, 0.387, 0.408, 0.407, 0.499, -0.384, 0.235, -0.993, -0.053, -0.943, -0.260, 0.185, 0.469, 0.420, 0.437, 0.573, -1.600, 1.536, -1.755, -1.814, -0.548, 0.136, 0.435, 0.331, 0.376, 0.420, 0.400, 0.412, 0.482, 0.313, 0.388, 0.283, 0.216, 0.305], "total_energy_ha": -3263.31803, "e_lumo_ev": -0.65, "homo_lumo_gap_ev": 7.35}

***

(2)
{"formula": "C25H30N2O5", "method": "ωB97M-V with the def2-TZVPD basis set", "species": ["C", "C", "C", "O", "C", "C", "C", "C", "C", "C", "C", "C", "O", "C", "C", "C", "C", "O", "C", "C", "C", "C", "O", "C", "O", "N", "C", "C", "N", "C", "C", "C", "H", "H", "H", "H", "H", "H", "H", "H", "H", "H", "H", "H", "H", "H", "H", "H", "H", "H", "H", "H", "H", "H", "H", "H", "H", "H", "H", "H", "H", "H"], "positions_angstrom": [[-3.659138, 1.276479, -2.961435], [-3.850926, 2.342157, -1.889262], [-2.538768, 2.937078, -1.368745], [-1.818119, 2.029695, -0.554697], [-0.820698, 1.256142, -1.058669], [-0.343459, 1.265249, -2.364071], [0.709029, 0.437775, -2.718896], [1.319737, -0.377899, -1.788514], [0.859020, -0.383942, -0.476651], [1.598165, -1.185671, 0.571617], [3.034924, -0.740120, 0.658315], [3.522757, 0.534847, 0.724350], [4.821098, 0.773800, 0.633544], [2.639737, 1.707185, 0.815755], [2.719828, 2.708869, -0.150458], [1.822370, 3.751253, -0.145975], [0.838228, 3.838483, 0.842295], [-0.016679, 4.885458, 0.739753], [-1.063077, 4.993328, 1.676929], [0.799195, 2.874384, 1.845699], [1.684995, 1.814539, 1.818709], [3.899235, -1.855613, 0.383420], [5.125194, -1.821682, 0.327996], [2.997587, -3.048576, 0.114731], [3.317546, -4.182817, -0.159998], [1.726958, -2.586796, 0.221769], [0.566410, -3.411860, 0.013573], [-0.139384, -3.747382, 1.334989], [-1.098541, -4.821321, 1.165756], [-1.435126, -5.442295, 2.429947], [-2.288554, -4.389377, 0.464264], [-0.220690, 0.403594, -0.129017], [-3.170937, 1.694504, -3.839171], [-4.624266, 0.879666, -3.267397], [-3.055350, 0.453649, -2.585793], [-4.453379, 3.160081, -2.289263], [-4.385984, 1.911010, -1.040863], [-1.923605, 3.313234, -2.190458], [-2.769970, 3.779900, -0.708552], [-0.776435, 1.902805, -3.117230], [1.062041, 0.446014, -3.739165], [2.153019, -1.004086, -2.069364], [1.077557, -1.093823, 1.534354], [5.295013, -0.093966, 0.509436], [3.473415, 2.643453, -0.919549], [1.855298, 4.517478, -0.904044], [-1.641824, 5.864477, 1.373608], [-0.680000, 5.152090, 2.689876], [-1.702202, 4.105140, 1.661978], [0.075824, 2.931742, 2.643053], [1.647201, 1.070834, 2.600279], [-0.109929, -2.893818, -0.672677], [0.910175, -4.342912, -0.442966], [0.624431, -4.085875, 2.039749], [-0.614030, -2.837725, 1.749068], [-1.924755, -4.748053, 3.131792], [-2.108064, -6.277827, 2.244486], [-0.528432, -5.826911, 2.893670], [-2.021218, -4.033854, -0.528126], [-2.960542, -5.238491, 0.352888], [-2.824665, -3.585283, 0.995220], [-0.607244, 0.401579, 0.878139]], "forces_ev_per_angstrom": [[-0.1, 0.1, 0.2], [0.4, -0.1, 0.0], [-0.5, 0.3, -0.1], [0.0, -0.2, 0.1], [0.3, -0.2, 0.0], [-0.3, 0.3, 0.1], [0.2, -0.2, 0.1], [0.0, 0.0, 0.0], [-0.4, 0.0, -0.1], [-0.1, 0.5, 0.1], [0.3, -0.1, 0.2], [-0.2, -0.5, 0.0], [0.1, 0.0, -0.1], [0.1, 0.2, 0.2], [-0.1, -0.1, 0.1], [-0.2, 0.1, 0.0], [0.2, -0.2, 0.0], [0.2, 0.0, -0.2], [-0.2, 0.0, 0.2], [-0.2, 0.3, 0.1], [0.4, 0.0, -0.2], [0.3, 0.8, 0.2], [-0.2, -0.3, -0.1], [0.0, -0.7, -0.2], [0.2, 0.0, 0.0], [0.0, 0.3, 0.1], [-0.1, -0.3, 0.1], [0.1, -0.1, -0.2], [0.0, 0.0, 0.0], [0.0, 0.0, 0.0], [0.1, 0.0, 0.0], [-0.1, -0.1, -0.2], [0.1, 0.0, -0.1], [0.0, -0.1, -0.1], [0.0, -0.1, 0.0], [0.0, 0.1, 0.1], [-0.1, 0.1, 0.0], [0.0, 0.0, 0.1], [0.1, -0.1, -0.1], [-0.1, 0.1, 0.0], [0.0, 0.0, -0.1], [0.1, -0.1, -0.1], [0.0, 0.0, -0.1], [-0.2, 0.0, 0.0], [0.1, 0.0, -0.1], [0.0, 0.1, -0.1], [0.0, -0.1, 0.1], [0.0, 0.0, 0.0], [0.0, 0.0, 0.0], [-0.1, 0.0, 0.1], [0.0, -0.1, 0.1], [0.1, -0.1, 0.0], [-0.1, 0.1, 0.0], [0.0, 0.1, 0.0], [0.0, 0.0, 0.1], [0.0, 0.0, 0.0], [0.0, 0.0, 0.1], [0.0, 0.0, 0.1], [-0.1, 0.0, -0.1], [-0.1, 0.0, -0.1], [0.0, 0.0, 0.0], [0.0, 0.0, 0.2]], "mulliken_charge": [-1.032, -0.544, -0.484, -0.308, 0.214, -0.341, -1.524, -0.458, -0.090, -0.094, -0.692, 0.445, -0.630, 0.177, -0.630, -0.644, 0.790, -0.484, -0.881, -0.212, -0.781, 0.502, -0.790, 0.430, -0.678, 0.389, -1.152, -0.475, -0.024, -1.005, -0.953, 0.683, 0.267, 0.384, 0.232, 0.402, 0.271, 0.397, 0.287, 0.409, 0.357, 0.500, 0.472, 0.471, 0.478, 0.466, 0.249, 0.348, 0.321, 0.457, 0.484, 0.339, 0.399, 0.424, 0.244, 0.351, 0.357, 0.317, 0.285, 0.385, 0.322, 0.602], "smiles": "CCCOc1cccc([C@@H]2/C(=C(/O)c3ccc(OC)cc3)C(=O)C(=O)N2CCN(C)C)c1", "total_energy_ha": -1456.34909, "e_lumo_ev": -0.16, "homo_lumo_gap_ev": 8.40}